1.
Below is a structure of composition H18O9Y, with properties calculated with ωB97M-V with the def2-TZVPD basis set.

The geometry in ORCA input format:
```
! RIJCOSX wB97M-V def2-TZVPD def2/J DEFGRID3
* xyz 4 2
Y -0.0425 -0.0036 -0.0295
O -1.7953 0.6681 1.7072
H -2.6556 0.2738 1.8511
H -1.6830 1.2731 2.4404
O -1.3726 -1.8210 0.5886
H -1.8709 -2.3625 -0.0235
H -1.5600 -2.1968 1.4488
O 1.4867 -1.9334 0.4408
H 2.1877 -2.2537 -0.1268
H 1.3619 -2.6304 1.0848
O 2.3759 0.5936 -0.3250
H 2.7555 1.1130 -1.0338
H 3.1076 0.0769 0.0123
O 0.8482 0.0954 2.2616
H 0.3844 -0.1088 3.0737
H 1.7751 0.0414 2.4944
O 0.0780 2.3451 0.4460
H -0.6218 2.8641 0.8423
H 0.8804 2.8216 0.6592
O 0.5090 1.2629 -2.1424
H 0.0518 2.1020 -2.0870
H 0.8367 1.2270 -3.0411
O -0.0531 -1.6013 -1.8612
H -0.0169 -2.5573 -1.8918
H 0.0856 -1.3267 -2.7676
O -2.0030 0.5455 -1.2237
H -2.4022 0.4617 -2.0897
H -2.6476 1.0302 -0.7082
*
```

gap between HOMO and LUMO (alpha / beta)	13.55 / 3.79	eV
⟨S²⟩	0.755
HOMO energy (alpha / beta)	-27.39 / -26.99	eV
energy	-19718.58690	eV
E_LUMO (alpha / beta)	-13.8 / -23.2	eV

Here are the natural (NBO) charges for atoms 1 to 6, given in e: 2.16 -0.99 0.54 0.54 -0.93 0.55

2.
Below is a cluster of 10 separate species, H19O10 in total, with properties calculated with ωB97M-V with the def2-TZVPD basis set.

The geometry in ORCA input format:
```
! RIJCOSX wB97M-V def2-TZVPD def2/J DEFGRID3
* xyz -1 1
O -0.1766 0.3338 0.2078
H 0.3344 -0.3412 -0.3852
O -0.3096 -1.2712 -3.0952
H -0.7666 -0.3042 -3.0072
H -0.6386 -1.9352 -2.6352
O 3.5114 -1.2532 0.7078
H 3.8124 -2.1252 0.8308
H 2.6944 -1.2062 1.0368
O -1.2296 -3.0612 -1.0502
H -0.1906 -3.3292 -1.0102
H -1.4716 -2.3042 -0.3922
O 0.2964 2.5988 1.6658
H -0.0046 1.9388 1.2658
H 1.0324 2.3118 2.3278
O 1.0574 -0.5822 2.1838
H 0.5744 -0.1332 1.3648
H 0.4244 -1.0642 2.5748
O -0.9616 1.1378 -2.3722
H -0.9526 2.0598 -2.5452
H -0.9096 1.3218 -1.5422
O -2.4466 1.8648 0.4338
H -1.6346 1.2858 0.3018
H -2.0736 2.7628 0.2298
O 2.1364 1.5028 -0.4232
H 1.1384 1.1868 -0.1742
H 2.3894 2.1578 0.1868
O -2.1176 -1.3812 0.8978
H -1.8826 -1.4972 1.8738
H -1.6356 -0.6732 0.5428
*
```

gap between HOMO and LUMO	9.96	eV
HOMO energy	-6.80	eV
energy	-20782.66393	eV
E_LUMO	3.2	eV

Here are the natural (NBO) charges for atoms 1 to 6, given in e: -1.26 0.50 -1.03 0.51 0.47 -0.93

3.
Below is a cluster of 10 separate species, H19O10 in total, with properties calculated with ωB97M-V with the def2-TZVPD basis set.

The geometry in ORCA input format:
```
! RIJCOSX wB97M-V def2-TZVPD def2/J DEFGRID3
* xyz -1 1
O -0.8225 0.0134 -0.3451
H 0.0758 -0.2874 -0.1900
O 1.5937 0.2261 -2.5381
H 1.6089 1.0172 -3.1972
H 0.5601 0.0602 -2.4426
O -0.7741 -1.6586 2.9850
H -0.3070 -0.9021 2.6775
H -0.9139 -1.9825 2.1160
O 0.8865 0.1498 2.0275
H 1.3420 -0.3559 1.5331
H 0.3794 0.4208 1.3692
O 2.5479 2.5932 0.1607
H 2.3848 3.2362 0.8288
H 2.0307 1.7857 0.4141
O -1.3070 0.3352 -2.8117
H -1.2145 0.4019 -1.8823
H -0.6617 1.0358 -3.0020
O -0.3580 2.5907 0.0219
H 0.6406 2.6059 0.1169
H -0.5238 1.6286 -0.1078
O -3.0836 1.0385 0.2897
H -2.7848 1.1063 1.2068
H -2.2919 0.4447 0.0583
O -1.3383 -2.4240 0.3382
H -1.0685 -1.4701 -0.1223
H -1.8923 -3.0164 -0.2565
O 1.8856 -3.2490 0.3236
H 2.4415 -2.3087 0.1250
H 0.9645 -3.0352 0.3032
*
```

gap between HOMO and LUMO	9.75	eV
HOMO energy	-7.01	eV
energy	-20783.20509	eV
E_LUMO	2.7	eV

Here are the natural (NBO) charges for atoms 1 to 6, given in e: -1.21 0.43 -0.98 0.46 0.49 -0.98

4.
Below is a cluster of 10 separate species, H19O10 in total, with properties calculated with ωB97M-V with the def2-TZVPD basis set.

The geometry in ORCA input format:
```
! RIJCOSX wB97M-V def2-TZVPD def2/J DEFGRID3
* xyz -1 1
O -2.8522 2.5470 -0.6842
H -2.9664 1.6738 -0.2740
H -2.2548 2.4719 -1.4013
O -0.5383 2.1289 -2.0004
H -0.1177 1.4876 -2.4989
H -0.0778 2.5279 -1.2488
O 2.1346 -0.8168 -0.2094
H 1.5522 -0.2946 0.2475
H 2.6483 -0.3725 -0.8619
O -0.1293 -0.8410 -1.0683
H 1.7405 -2.8927 1.2777
H -0.3956 -0.3756 -0.2663
O 1.4402 -3.5811 0.8499
H 3.1492 2.7023 0.1883
H 0.6969 -1.3217 -1.1095
O 1.8399 0.6043 2.3806
H 1.0070 0.8548 1.8820
H 2.0577 -0.1826 2.0273
O -2.5877 -0.3178 0.5942
H -2.7633 -0.4206 1.6936
H -1.8298 0.2728 0.6261
O 3.7415 2.0346 -0.1844
H 4.0530 1.4674 0.4036
H 0.6348 -3.9290 1.1470
O -0.1765 0.7257 0.8470
H -0.6222 1.1614 1.4619
O -3.0446 -2.5374 -0.8033
H -2.5123 -1.6096 -0.9946
H -2.6212 -2.7918 -0.0740
*
```

gap between HOMO and LUMO	9.13	eV
HOMO energy	-6.01	eV
energy	-20782.43884	eV
E_LUMO	3.1	eV

Here are the natural (NBO) charges for atoms 1 to 6, given in e: -0.99 0.48 0.49 -0.98 0.49 0.50

- The highest energy belongs to which entry?
  H18O9Y

- Which of these has the lowest energy?
  number 3

- Among the records above, which one has the highest energy?
  H18O9Y

- Look up the energy of the first one.
  -19718.58690 eV